28
Properties=species:S:1:pos:R:3:forces:R:3 method="wB97M-V/def2-TZVPD" total_charge=+1 homo_lumo_gap_ha=0.27010 lumo_energy_ev=-3.78 max_force_ev_per_a=6.9 homo_ev=-11.1
Hf 0.00000 0.00000 0.00000 -5.73 3.80 0.20
Cl -3.78800 -0.27780 3.13730 0.55 0.05 -0.02
N -1.53550 -1.67640 -0.01600 -1.34 -1.48 -0.21
N -0.03030 0.26080 -2.24930 -0.33 0.07 -1.14
C 1.28700 1.58980 0.13070 1.62 1.98 -0.26
C -1.84950 -0.67640 4.99430 0.11 0.16 -0.36
C -2.13570 -0.14290 3.72890 0.90 -0.22 0.61
C 0.45600 0.01270 4.78780 -0.34 -0.01 -0.18
C -0.55860 -0.59920 5.52070 -0.05 0.19 -0.43
C 0.18220 0.54890 3.52760 -0.46 -0.68 0.79
C -1.34820 1.08360 1.61360 0.33 -0.37 -0.43
C -1.10970 0.48030 2.97890 -0.66 0.12 -0.67
H -1.63450 -2.20250 -0.89420 -0.06 0.01 0.45
H 0.60430 1.02460 -2.52280 -0.25 -0.29 0.19
H -0.94090 0.48690 -2.67460 0.39 -0.07 0.06
H -2.40110 0.99270 1.28440 0.31 0.11 0.33
H -1.10460 2.16560 1.64770 -0.09 -0.59 -0.16
H 1.22020 -0.86770 0.29740 4.62 -3.90 1.64
H -0.34480 -1.01260 6.49800 -0.08 0.01 -0.04
H -2.48270 -1.35950 0.23550 0.33 -0.12 0.02
H 0.63380 2.48480 0.07480 0.45 -0.04 -0.02
H -1.28070 -2.37000 0.69990 -0.15 0.14 -0.20
H 0.98560 1.02110 2.99000 0.03 0.21 -0.22
H 0.31150 -0.57410 -2.74490 -0.09 0.32 0.09
H 1.45660 0.07480 5.19630 -0.03 0.01 -0.02
H 2.00090 1.59470 -0.71250 0.09 0.28 0.35
H 1.84690 1.60860 1.07690 -0.03 0.25 -0.30
H -2.62990 -1.15230 5.57390 -0.06 0.05 -0.09